{
  "formula": "C6H5BrN2O2",
  "method": "the ωB97M-V functional and the def2-TZVPD basis",
  "elements": ["C", "C", "C", "C", "C", "C", "N", "N", "O", "O", "Br", "H", "H", "H", "H", "H"],
  "xyz": [[-0.3884, 1.9659, -0.7180], [-0.4015, 1.1552, 0.4968], [-1.3055, 0.0382, 0.1339], [0.6152, 1.3600, 1.3005], [-1.5297, -1.0567, 0.9206], [1.1894, -1.7621, -0.8597], [-1.1795, 1.4104, -1.6141], [2.0718, -0.8876, -1.0160], [1.3243, 1.9120, 2.0389], [-1.7602, 0.2979, -1.1592], [2.9521, -0.2235, 0.3800], [0.0268, 2.9696, -0.9060], [-0.9092, -1.0025, 1.8324], [-2.0130, -1.9596, 0.6229], [0.7923, -2.0874, 0.1896], [0.5152, -2.1300, -1.6427]],
  "nbo_charge": [0.015, -0.470, 0.315, 0.774, -0.520, -0.051, -0.085, -0.510, -0.412, -0.312, 0.224, 0.239, 0.208, 0.226, 0.156, 0.202],
  "smiles": "C=c1oncc1=C=O.C=NBr",
  "total_charge": 0,
  "gap_ev": [8.06, 8.06],
  "e_above_lowest_kj_mol": 377.8,
  "multiplicity": 1,
  "e_homo_ha": [-0.3029, -0.3029],
  "lumo_energy_ha": [-0.007, -0.007]
}

{
  "formula": "C6H5BrNO5",
  "method": "the ωB97M-V functional and the def2-TZVPD basis",
  "elements": ["C", "C", "C", "C", "C", "C", "N", "O", "O", "O", "O", "O", "Br", "H", "H", "H", "H", "H"],
  "xyz": [[-1.7655, -1.0863, 1.4897], [-1.3509, -1.9497, 0.4327], [-1.2424, 0.1552, 1.1353], [-0.6283, -1.3192, -0.4445], [1.4400, 0.8968, -1.4724], [0.3652, 1.1057, -0.3863], [-0.5123, 0.0688, -0.0613], [1.4181, 0.1251, -2.4551], [2.4078, 1.7428, -1.2121], [-1.4447, 1.3621, 1.7633], [-0.0368, -1.8135, -1.5720], [0.4128, 2.2274, 0.2106], [3.1656, -0.6010, 0.9884], [-2.5120, -1.2293, 2.2538], [-1.3487, -3.0117, 0.4072], [-0.8733, 2.0753, 1.3732], [0.4537, -0.9608, -2.0389], [2.0518, 2.2123, -0.4119]],
  "lowdin_spin": [0.238, 0.162, 0.255, 0.213, 0.093, 0.328, 0.026, 0.078, 0.031, 0.139, 0.170, 0.242, 0.010, 0.011, 0.004, -0.001, -0.001, 0.001],
  "total_charge": -1,
  "gap_ev": [5.99, 4.19],
  "multiplicity": 3,
  "e_homo_ha": [-0.1080, -0.1377],
  "lumo_energy_ha": [0.112, 0.016]
}

{
  "formula": "C6H5ClNO2S",
  "method": "the ωB97M-V functional and the def2-TZVPD basis",
  "elements": ["C", "C", "C", "C", "C", "C", "N", "O", "O", "S", "Cl", "H", "H", "H", "H", "H"],
  "xyz": [[-0.8436, 0.5071, 0.1602], [0.0015, 0.9061, -0.8734], [-0.4968, -0.5393, 1.0267], [1.2703, 0.3770, -1.0827], [0.7755, -1.1416, 0.8099], [1.6431, -0.6267, -0.1828], [3.5491, 0.4195, 1.0727], [3.7377, -0.8538, -1.5921], [3.5448, -2.3710, 0.4245], [3.3005, -1.0866, -0.1843], [3.7548, 1.8177, 0.2367], [-1.9125, 0.9451, 0.1585], [-0.3325, 1.7775, -1.4906], [-1.2431, -1.0229, 1.7407], [2.0745, 0.9597, -1.6052], [1.0776, -2.0190, 1.3701]],
  "nbo_charge": [-0.250, -0.214, -0.222, -0.225, -0.204, -0.309, -0.899, -0.970, -0.951, 2.114, 0.039, 0.196, 0.198, 0.206, 0.265, 0.226],
  "smiles": "O=[S@@]([O-])(=NCl)c1ccccc1",
  "total_charge": -1,
  "gap_ev": 6.77,
  "e_above_lowest_kj_mol": 94.8,
  "multiplicity": 1,
  "e_homo_ha": -0.1177,
  "lumo_energy_ha": 0.131
}

{
  "formula": "C6H5FO",
  "method": "the ωB97M-V functional and the def2-TZVPD basis",
  "elements": ["C", "C", "C", "C", "C", "C", "O", "F", "H", "H", "H", "H", "H"],
  "xyz": [[2.2479, 1.1621, 0.0490], [0.7375, 1.0892, -0.0388], [0.5489, -0.2305, -0.0145], [2.5017, -0.1307, -0.0267], [-0.1208, 2.2554, 0.0130], [-0.5148, -1.1678, 0.1389], [0.2587, 3.3631, -0.0723], [3.5666, -0.8781, -0.0362], [2.8078, 1.9817, 0.2284], [-1.2770, 2.0677, -0.2556], [-0.4769, -2.0618, -0.6282], [-1.3497, -0.5873, -0.1766], [-0.5843, -1.4948, 1.2403]],
  "nbo_charge": [-0.351, -0.217, 0.167, 0.450, 0.407, -0.709, -0.502, -0.293, 0.221, 0.089, 0.246, 0.242, 0.252],
  "total_charge": 0,
  "gap_ev": 8.42,
  "e_above_lowest_kj_mol": 433.2,
  "multiplicity": 1,
  "e_homo_ha": -0.3142,
  "lumo_energy_ha": -0.005
}

Number 1: electronic energy -3065.44219 Ha. Number 2: electronic energy -3236.62758 Ha. Number 3: electronic energy -1295.18564 Ha. Number 4: electronic energy -406.53472 Ha.